{
  "formula": "C29H45BN2O11Si2",
  "method": "ωB97M-V with the def2-TZVPD basis set",
  "homo_lumo_gap_ha": 0.354,
  "e_tot_ha": -2673.19517,
  "lumo_energy_ev": 0.2,
  "homo_ev": -9.45,
  "species": ["Si", "Si", "O", "O", "O", "O", "O", "O", "O", "O", "O", "O", "O", "N", "N", "C", "C", "C", "C", "C", "C", "C", "C", "C", "C", "C", "C", "C", "C", "C", "C", "C", "C", "C", "C", "C", "C", "C", "C", "C", "C", "C", "C", "C", "B", "H", "H", "H", "H", "H", "H", "H", "H", "H", "H", "H", "H", "H", "H", "H", "H", "H", "H", "H", "H", "H", "H", "H", "H", "H", "H", "H", "H", "H", "H", "H", "H", "H", "H", "H", "H", "H", "H", "H", "H", "H", "H", "H", "H", "H"],
  "xyz": [[0.486, 1.506, -0.171], [2.062, -0.495, 1.164], [-9.533, -0.253, 3.022], [-1.778, -3.854, -1.318], [-5.324, -0.804, -2.268], [-0.692, -5.388, -0.069], [-3.830, -0.450, -3.890], [-4.184, 1.136, -2.329], [1.706, 0.440, -2.590], [-7.513, -1.255, 3.007], [1.754, 1.134, 0.863], [-8.072, 0.144, 1.351], [5.348, 1.037, 0.146], [-3.686, 1.443, 2.003], [0.219, 3.700, -1.814], [-6.679, -0.140, 1.189], [1.524, 5.487, -0.068], [-0.734, -4.253, -0.494], [4.194, 0.737, 2.700], [-6.501, -1.394, 2.007], [-2.376, 1.462, -0.018], [0.707, 3.345, -0.628], [-5.497, -1.869, -3.206], [0.404, 4.976, -2.143], [-1.293, 1.441, 2.082], [0.566, -1.498, 1.739], [-8.478, -0.436, 2.510], [-2.541, 1.439, 2.653], [1.337, 4.161, 0.282], [5.698, 0.414, 2.482], [-0.354, -2.076, 0.648], [0.312, -3.194, -0.204], [-0.728, -0.081, -2.679], [3.742, -2.649, 0.228], [3.250, -0.492, 2.655], [-4.422, 0.066, -2.787], [-4.203, -1.827, -3.985], [6.287, 1.008, 1.211], [5.952, 1.349, -1.095], [3.032, -1.342, -0.231], [1.054, 5.841, -1.303], [-1.192, 1.453, 0.708], [-3.548, 1.468, 0.674], [5.262, -2.517, 0.032], [0.508, 0.544, -1.933], [-6.439, -0.289, 0.138], [-5.513, -1.465, 2.457], [6.258, 0.860, 3.309], [-6.368, -1.654, -3.828], [-5.652, -2.815, -2.694], [1.696, 3.778, 1.228], [-2.595, 1.419, 3.742], [5.609, -1.632, 0.570], [-0.449, -0.889, -3.367], [0.025, -0.914, 2.488], [0.981, -2.351, 2.293], [-2.399, 1.499, -1.095], [1.145, -3.668, 0.305], [3.830, -1.415, 2.718], [5.231, 1.916, -1.692], [2.382, -1.618, -1.064], [-6.090, 0.697, 1.567], [-4.324, -2.124, -5.024], [3.467, -2.978, 1.232], [0.052, 5.317, -3.109], [3.755, -0.628, -0.634], [-0.369, 1.438, 2.647], [-3.421, -2.437, -3.529], [2.035, 6.187, 0.577], [3.923, 1.544, 2.017], [2.396, 0.945, -2.144], [-1.419, -3.509, -2.145], [5.868, -0.661, 2.569], [0.578, -2.780, -1.183], [1.201, 6.863, -1.640], [-4.459, 1.505, 0.084], [-6.696, -2.303, 1.433], [5.787, -3.399, 0.402], [4.121, 1.161, 3.706], [-1.147, 0.707, -3.321], [7.155, 0.404, 0.900], [6.656, 2.032, 1.364], [5.465, -2.327, -1.023], [-0.830, -1.330, 0.010], [3.427, -3.450, -0.449], [6.134, 0.414, -1.640], [-1.535, -0.434, -2.032], [6.854, 1.954, -0.983], [-1.178, -2.579, 1.170], [2.601, -0.456, 3.539]]
}